No. 1
Below is an isolated ion of composition C4H10NS and charge -1 in a non-equilibrium geometry, with properties calculated with wB97M-V/def2-TZVPD.

Each line ends with the natural charge from an NBO analysis.
CARTESIAN COORDINATES (ANGSTROEM)
C 0.699 0.240 0.400  -0.46
C 1.171 0.951 1.676  -0.52
S 2.930 1.455 1.529  -0.73
C -0.610 -0.508 0.499  -0.22
N -1.129 -1.165 -0.700  -0.63
C -1.121 -0.345 -1.940  -0.44
H 0.774 0.849 -0.512  0.19
H 1.530 -0.431 0.103  0.20
H 0.926 0.422 2.594  0.17
H 0.642 1.912 1.649  0.18
H -0.499 -1.232 1.320  0.19
H -1.450 0.065 0.927  0.17
H -0.510 -1.949 -0.913  0.34
H -0.961 0.704 -1.666  0.20
H -2.116 -0.472 -2.355  0.18
H -0.278 -0.496 -2.609  0.18

## Properties
HOMO = -2.21 eV
Multiplicity = 1
Charge = -1
Structure (SMILES) = CNCCC[S-]

---

No. 2
Below is C5H8N2O as an isolated structure in a non-equilibrium geometry, with properties calculated with wB97M-V/def2-TZVPD.

Each line ends with the natural charge from an NBO analysis.
CARTESIAN COORDINATES (ANGSTROEM)
C 1.573 1.954 -0.286  0.58
C 0.795 0.241 0.161  0.76
C -2.631 0.591 -0.051  0.45
C -0.927 -1.706 -0.215  -0.62
C 0.353 -1.051 0.478  -0.60
N 0.591 1.181 -0.841  -0.57
N 1.765 1.064 0.776  -0.58
O -3.714 0.833 -0.146  -0.36
H 2.036 2.892 -0.610  0.33
H -0.840 -1.887 -1.398  0.27
H -1.346 -2.548 0.278  0.28
H -1.747 -0.880 -0.079  0.23
H 1.180 -1.655 0.420  0.40
H 0.473 -1.242 1.620  0.39
H -0.020 1.385 -1.645  0.52
H 2.457 0.828 1.537  0.52

## Properties
HOMO = -19.16 eV
Multiplicity = 1
Charge = +2

---

No. 3
Below is an isolated ion of composition C7H8N3O3S and charge +1 in a non-equilibrium geometry, with properties calculated with wB97M-V/def2-TZVPD.

Each line ends with the natural charge from an NBO analysis.
CARTESIAN COORDINATES (ANGSTROEM)
C -1.473 -0.691 -2.669  -0.26
C -2.688 -0.219 -2.968  -0.26
C -1.043 -0.303 -1.461  -0.07
C -1.872 0.557 -0.734  0.05
C 1.551 0.792 0.518  0.30
C 1.328 0.634 1.870  0.43
C 0.215 -0.875 -0.828  -0.24
N -1.652 0.947 0.466  -0.63
N 2.302 -0.061 2.639  0.28
N 1.151 0.298 -0.571  -0.43
O 3.170 -0.720 1.799  -0.49
O 2.242 -0.095 3.916  -0.32
O 0.428 1.293 2.580  -0.60
S -3.295 0.920 -1.744  0.37
H -0.975 -1.577 -3.119  0.24
H -3.340 -0.601 -3.740  0.25
H -0.135 -1.283 0.101  0.25
H 0.621 -1.609 -1.432  0.24
H -2.104 1.776 0.807  0.37
H 1.471 0.964 -1.347  0.45
H 3.601 -1.358 2.334  0.51
H 0.496 1.210 3.583  0.55

## Properties
HOMO (spin up / spin down) = -12.89 / -11.40 eV
Multiplicity = 1
Charge = +1

---

No. 4
Below is an isolated ion of composition C6H11N2S and charge +1 in a non-equilibrium geometry, with properties calculated with wB97M-V/def2-TZVPD.

Each line ends with the Löwdin spin population.
CARTESIAN COORDINATES (ANGSTROEM)
C 2.148 -0.045 0.664  0.21
C 1.999 0.931 -0.424  0.38
C 1.218 -0.931 0.952  0.44
C 0.796 1.254 -0.906  0.53
C 0.024 -1.003 0.044  0.08
C -0.337 0.516 -0.403  0.07
N -1.344 -1.399 0.549  0.01
N -1.557 0.454 -1.224  0.01
S -0.742 1.446 1.288  0.18
H 3.197 -0.086 1.193  0.00
H 2.956 1.385 -0.477  0.02
H 1.360 -1.772 1.560  0.02
H 0.731 2.001 -1.764  0.02
H 0.241 -1.494 -0.813  0.01
H -1.634 -2.377 0.694  0.00
H -1.466 -0.831 1.370  0.00
H -1.286 0.184 -2.158  0.00
H -2.326 1.195 -1.010  0.00
H -1.838 -0.922 -0.186  0.00
H -2.140 1.493 1.050  0.01

## Properties
HOMO (spin up / spin down) = -9.77 / -13.74 eV
Multiplicity = 3
Charge = +1
⟨S²⟩ = 2.0121

---

For each record above, in turn, the calculated energy relative to the best compared isomer or geometry (same formula, charge and spin) values are 16.2 48.4 65.1 25.5 kcal/mol.